This record from the Open Molecules 2025 dataset describes C20H27BrN4O3S3 as an isolated structure in a non-equilibrium geometry. The level of theory is ωB97M-V/def2-TZVPD.

The geometry in ORCA input format:
```
! RIJCOSX wB97M-V def2-TZVPD def2/J DEFGRID3
* xyz 0 1
C -1.04 4.72 3.16
C -1.99 3.54 2.95
N -1.59 2.49 2.00
C -1.08 3.02 0.72
C -1.06 2.01 -0.41
C -0.79 1.49 2.57
S 0.56 1.70 3.47
S -1.43 -0.10 2.17
C -0.37 -1.28 3.02
C -0.19 -2.54 2.15
C 1.07 -3.31 2.62
C 2.26 -3.06 1.74
C 3.34 -2.29 2.06
C 3.48 -1.56 3.37
C 4.44 -2.16 1.12
Br 5.94 -1.09 1.60
C 4.48 -2.77 -0.09
N 5.56 -2.64 -1.00
C 6.11 -3.70 -1.31
O 6.59 -4.69 -1.65
C 3.34 -3.55 -0.45
N 3.17 -4.21 -1.59
S 1.74 -4.93 -1.49
N 1.27 -4.46 -0.01
C 2.26 -3.69 0.46
H -1.58 5.47 3.74
H -0.16 4.46 3.75
H -0.72 5.20 2.24
H -2.13 3.06 3.91
H -2.96 3.94 2.65
H -1.79 3.80 0.43
H -0.09 3.45 0.85
H -0.51 1.10 -0.16
H -0.54 2.47 -1.25
H -2.06 1.75 -0.76
H 0.60 -0.87 3.23
H -0.89 -1.59 3.93
H -1.04 -3.21 2.29
H -0.10 -2.27 1.10
H 1.30 -2.99 3.64
H 0.87 -4.38 2.65
H 4.36 -1.87 3.92
H 2.60 -1.63 4.00
H 3.62 -0.50 3.16
O -1.99 2.84 -3.10
C -2.64 2.13 -3.82
O -2.00 1.15 -4.50
C -2.69 0.14 -5.24
C -3.04 0.59 -6.64
C -4.12 2.35 -4.03
H -3.57 -0.21 -4.69
H -2.00 -0.70 -5.28
H -3.72 1.44 -6.63
H -3.51 -0.22 -7.20
H -2.14 0.91 -7.16
H -4.24 3.11 -4.81
H -4.54 2.72 -3.10
H -4.67 1.45 -4.32
*
```

Summary:
LUMO energy	-0.692	eV
Kohn-Sham gap	7.68	eV
HOMO level	-8.372	eV

Results of the Löwdin charge analysis, in e, for atoms 1 through 4: -0.1097, -0.2507, -0.2472, -0.2365